(1)
C54H42N5O3STi as an isolated structure at a distorted geometry. Source: the OMol25 dataset; level of theory: ωB97M-V/def2-TZVPD.

Cartesian coordinates (Å):
Ti (0.03, -0.29, 0.13)
C (-5.33, -5.87, -0.66)
C (-4.32, -5.87, -1.62)
C (-3.29, -4.95, -1.54)
C (-3.24, -4.02, -0.50)
C (-4.25, -4.03, 0.46)
C (-5.29, -4.94, 0.38)
C (-2.13, -3.03, -0.41)
C (-2.06, -2.03, -1.36)
C (-2.97, -1.90, -2.45)
C (-2.48, -0.93, -3.26)
C (-1.28, -0.44, -2.66)
N (-1.05, -1.09, -1.45)
C (-0.42, 0.45, -3.27)
C (0.78, 0.84, -2.70)
C (1.75, 1.65, -3.37)
C (2.83, 1.73, -2.56)
C (2.52, 0.97, -1.39)
C (3.39, 0.85, -0.32)
C (4.74, 1.48, -0.41)
C (5.70, 0.94, -1.27)
C (6.96, 1.51, -1.37)
C (7.27, 2.65, -0.63)
C (6.32, 3.20, 0.21)
C (5.06, 2.62, 0.32)
C (3.05, 0.18, 0.85)
N (1.91, -0.57, 1.04)
C (2.01, -1.03, 2.34)
C (1.22, -2.03, 2.89)
C (1.44, -2.47, 4.30)
C (0.44, -2.28, 5.24)
C (0.62, -2.69, 6.55)
C (1.80, -3.30, 6.93)
C (2.81, -3.50, 5.99)
C (2.63, -3.08, 4.68)
C (0.27, -2.69, 2.14)
C (-0.38, -3.90, 2.56)
C (-1.28, -4.21, 1.60)
C (-1.21, -3.16, 0.61)
N (-0.20, -2.28, 0.91)
C (3.17, -0.49, 2.98)
C (3.84, 0.20, 2.04)
N (1.25, 0.45, -1.46)
C (-0.72, 0.88, -4.67)
C (0.02, 0.34, -5.72)
C (-0.24, 0.70, -7.03)
C (-1.26, 1.60, -7.31)
C (-2.01, 2.14, -6.28)
C (-1.74, 1.78, -4.96)
H (-6.14, -6.58, -0.72)
H (-4.34, -6.59, -2.42)
H (-2.50, -4.95, -2.29)
H (-4.22, -3.30, 1.27)
H (-6.07, -4.94, 1.13)
H (-3.84, -2.51, -2.60)
H (-2.88, -0.59, -4.20)
H (1.61, 2.09, -4.34)
H (3.76, 2.24, -2.74)
H (5.45, 0.05, -1.84)
H (7.69, 1.07, -2.03)
H (8.25, 3.10, -0.71)
H (6.55, 4.09, 0.78)
H (4.32, 3.07, 0.97)
H (-0.49, -1.80, 4.94)
H (-0.17, -2.53, 7.27)
H (1.94, -3.63, 7.95)
H (3.73, -3.99, 6.28)
H (3.41, -3.25, 3.95)
H (-0.15, -4.44, 3.46)
H (-1.94, -5.05, 1.56)
H (3.45, -0.68, 4.01)
H (4.80, 0.70, 2.14)
H (0.81, -0.37, -5.49)
H (0.34, 0.27, -7.83)
H (-1.46, 1.88, -8.34)
H (-2.81, 2.84, -6.49)
H (-2.34, 2.20, -4.16)
O (-2.35, 0.31, 3.31)
C (-1.48, 0.48, 2.50)
O (-1.39, -0.14, 1.34)
C (-0.39, 1.49, 2.68)
C (-0.33, 2.31, 3.79)
C (0.63, 3.31, 3.81)
C (1.47, 3.46, 2.72)
C (1.35, 2.58, 1.66)
N (0.45, 1.59, 1.65)
H (-1.05, 2.15, 4.58)
H (0.70, 3.97, 4.66)
H (2.21, 4.24, 2.69)
H (1.99, 2.66, 0.79)
C (-4.48, 3.13, -1.77)
C (-3.53, 2.17, -1.06)
S (-1.81, 2.52, -1.39)
O (-1.07, 1.61, -0.44)
C (-1.65, 4.15, -0.64)
C (-2.04, 4.22, 0.83)
H (-5.50, 2.78, -1.66)
H (-4.26, 3.19, -2.84)
H (-4.43, 4.13, -1.35)
H (-3.65, 1.14, -1.42)
H (-3.65, 2.15, 0.02)
H (-2.22, 4.82, -1.28)
H (-0.59, 4.38, -0.80)
H (-3.11, 4.41, 0.95)
H (-1.50, 5.03, 1.32)
H (-1.79, 3.30, 1.35)

Summary:
E_tot ... -104222.945 eV
HOMO-LUMO gap ... 5.98 eV
Largest force on an atom ... 1.02 eV/Å
Total charge ... +1

These are the Mulliken partial charges, in e, on atoms 1 to 2: atom 1 (Ti): -1.73, atom 2 (C): -0.44



(2)
C54H44F10MgN4P3S2 as an isolated structure. Source: the OMol25 dataset; level of theory: ωB97M-V/def2-TZVPD.

Cartesian coordinates (Å):
Mg (0.41, -1.30, -1.26)
C (0.66, -4.03, 0.51)
N (0.99, -3.35, -0.75)
C (2.46, -3.26, -0.86)
C (2.89, -2.63, -2.17)
N (2.18, -1.37, -2.38)
C (2.51, -0.70, -3.53)
C (2.56, 0.70, -3.57)
F (2.38, 1.39, -2.43)
C (2.81, 1.45, -4.70)
F (2.82, 2.78, -4.63)
C (3.08, 0.82, -5.90)
F (3.32, 1.52, -7.02)
C (3.08, -0.56, -5.92)
F (3.31, -1.21, -7.07)
C (2.79, -1.29, -4.78)
F (2.72, -2.63, -4.93)
C (0.38, -4.09, -1.87)
C (-1.08, -3.68, -2.02)
N (-1.20, -2.24, -2.29)
C (-1.71, -1.95, -3.53)
C (-1.29, -2.58, -4.72)
F (-0.31, -3.50, -4.68)
C (-1.80, -2.27, -5.97)
F (-1.33, -2.90, -7.06)
C (-2.75, -1.28, -6.11)
F (-3.24, -0.96, -7.32)
C (-3.20, -0.64, -4.97)
F (-4.15, 0.30, -5.08)
C (-2.70, -0.98, -3.73)
F (-3.23, -0.35, -2.68)
H (1.03, -5.06, 0.48)
H (1.11, -3.51, 1.34)
H (-0.42, -4.06, 0.65)
H (2.80, -2.67, -0.01)
H (2.91, -4.26, -0.77)
H (3.97, -2.47, -2.12)
H (2.73, -3.35, -2.98)
H (0.88, -3.81, -2.79)
H (0.51, -5.17, -1.73)
H (-1.55, -4.29, -2.79)
H (-1.61, -3.91, -1.09)
C (-1.03, 1.78, 2.25)
N (-1.18, 1.58, 0.80)
P (0.16, 1.26, -0.26)
C (-0.39, 2.12, -1.79)
C (-0.70, 3.48, -1.89)
C (-1.06, 4.03, -3.11)
C (-1.12, 3.24, -4.25)
C (-0.82, 1.88, -4.17)
C (-0.47, 1.34, -2.94)
C (1.46, 2.32, 0.44)
C (2.75, 1.79, 0.52)
C (3.79, 2.56, 1.01)
C (3.55, 3.86, 1.44)
C (2.27, 4.38, 1.38)
C (1.23, 3.62, 0.89)
P (-2.51, 0.69, 0.18)
C (-3.88, 1.89, 0.36)
C (-5.20, 1.44, 0.29)
C (-6.25, 2.35, 0.32)
C (-6.00, 3.71, 0.40)
C (-4.69, 4.16, 0.46)
C (-3.64, 3.25, 0.43)
C (-2.98, -0.56, 1.42)
C (-3.55, -0.28, 2.67)
C (-3.86, -1.31, 3.54)
C (-3.59, -2.63, 3.19)
C (-3.04, -2.92, 1.95)
C (-2.74, -1.88, 1.07)
H (-0.05, 2.20, 2.47)
H (-1.11, 0.84, 2.80)
H (-1.79, 2.48, 2.59)
H (-0.64, 4.11, -1.02)
H (-1.29, 5.08, -3.17)
H (-1.39, 3.67, -5.20)
H (-0.87, 1.25, -5.04)
H (-0.26, 0.27, -2.90)
H (2.92, 0.77, 0.22)
H (4.78, 2.14, 1.08)
H (4.37, 4.46, 1.83)
H (2.08, 5.39, 1.74)
H (0.22, 4.02, 0.88)
H (-5.41, 0.38, 0.22)
H (-7.27, 1.99, 0.27)
H (-6.82, 4.42, 0.42)
H (-4.48, 5.22, 0.52)
H (-2.61, 3.60, 0.47)
H (-3.77, 0.74, 2.94)
H (-4.30, -1.09, 4.51)
H (-3.82, -3.43, 3.88)
H (-2.84, -3.94, 1.67)
H (-2.33, -2.10, 0.09)
S (3.39, -2.88, 2.97)
P (2.18, -1.34, 3.18)
S (0.90, -0.86, 1.71)
C (1.21, -1.50, 4.73)
C (1.91, -1.67, 5.93)
C (1.23, -1.79, 7.12)
C (-0.16, -1.76, 7.14)
C (-0.86, -1.60, 5.95)
C (-0.17, -1.46, 4.75)
C (3.13, 0.19, 3.52)
C (2.47, 1.33, 3.95)
C (3.17, 2.50, 4.22)
C (4.55, 2.53, 4.05)
C (5.22, 1.39, 3.62)
C (4.51, 0.23, 3.35)
H (2.99, -1.72, 5.91)
H (1.78, -1.92, 8.05)
H (-0.70, -1.86, 8.08)
H (-1.94, -1.57, 5.96)
H (-0.71, -1.34, 3.82)
H (1.39, 1.31, 4.08)
H (2.64, 3.38, 4.55)
H (5.10, 3.44, 4.26)
H (6.29, 1.42, 3.49)
H (5.02, -0.67, 3.03)

Summary:
E_tot ... -144834.485 eV
HOMO-LUMO gap ... 7.19 eV
Largest force on an atom ... 0.54 eV/Å
Total charge ... -1

These are the Mulliken partial charges, in e, on atoms 1 to 2: atom 1 (Mg): 3.67, atom 2 (C): -0.85



(3)
A 10-piece molecular cluster, C54H45FN9O18 overall at a distorted geometry. Source: the OMol25 dataset; level of theory: ωB97M-V/def2-TZVPD.

Cartesian coordinates (Å):
F (0.59, -0.24, 0.38)
C (-1.79, 3.53, 0.87)
C (-1.07, 2.35, 0.71)
C (-0.31, 2.16, -0.50)
C (-0.36, 3.19, -1.48)
C (-0.99, 4.40, -1.24)
C (-1.72, 4.54, -0.05)
N (0.45, 2.96, -2.72)
O (0.22, 3.64, -3.68)
O (1.22, 2.00, -2.74)
H (-2.44, 3.64, 1.72)
H (-0.98, 1.59, 1.47)
H (0.19, 1.18, -0.59)
H (-0.79, 5.30, -1.92)
H (-2.16, 5.58, 0.10)
C (2.33, -0.12, 3.02)
C (3.15, -0.66, 3.99)
C (2.90, -0.61, 5.36)
C (1.89, 0.29, 5.64)
C (1.01, 0.97, 4.74)
C (1.28, 0.71, 3.38)
N (1.58, 0.45, 7.09)
O (0.77, 1.29, 7.46)
O (2.11, -0.30, 7.90)
H (2.40, -0.28, 2.01)
H (3.92, -1.37, 3.55)
H (3.41, -1.19, 6.12)
H (0.24, 1.67, 5.15)
H (0.56, 1.00, 2.62)
C (-0.26, -3.83, 1.06)
C (0.22, -2.85, 1.95)
C (0.04, -3.00, 3.33)
C (-0.43, -4.27, 3.75)
C (-0.84, -5.29, 2.90)
C (-0.78, -5.02, 1.56)
N (-0.65, -4.39, 5.21)
O (-0.98, -5.49, 5.67)
O (-0.50, -3.41, 5.86)
H (-0.26, -3.62, 0.01)
H (0.65, -1.95, 1.59)
H (0.40, -2.30, 4.05)
H (-1.17, -6.19, 3.36)
H (-1.09, -5.74, 0.78)
C (0.50, -1.50, -3.36)
C (0.40, -2.31, -4.47)
C (0.65, -3.67, -4.39)
C (1.19, -4.16, -3.20)
C (1.35, -3.38, -2.09)
C (0.92, -2.05, -2.17)
N (1.54, -5.59, -3.20)
O (2.26, -5.98, -2.29)
O (1.09, -6.27, -4.07)
H (0.22, -0.49, -3.46)
H (-0.09, -1.81, -5.27)
H (0.42, -4.41, -5.14)
H (1.75, -3.75, -1.15)
H (0.88, -1.44, -1.28)
C (-2.86, 0.26, -4.29)
C (-2.37, 1.50, -4.79)
C (-2.01, 1.64, -6.14)
C (-2.03, 0.51, -6.97)
C (-2.49, -0.71, -6.52)
C (-2.87, -0.83, -5.12)
N (-1.47, 0.70, -8.30)
O (-1.63, -0.24, -9.10)
O (-0.87, 1.73, -8.55)
H (-3.16, 0.23, -3.26)
H (-2.38, 2.32, -4.13)
H (-1.61, 2.66, -6.38)
H (-2.48, -1.51, -7.26)
H (-3.23, -1.82, -4.85)
C (3.31, 0.10, -0.90)
C (4.39, 0.65, -1.56)
C (5.55, -0.16, -1.72)
C (5.62, -1.44, -1.19)
C (4.54, -1.90, -0.43)
C (3.39, -1.19, -0.32)
N (6.87, -2.24, -1.49)
O (7.78, -1.76, -2.17)
O (6.89, -3.37, -1.01)
H (2.37, 0.64, -0.66)
H (4.31, 1.73, -1.86)
H (6.44, 0.26, -2.18)
H (4.59, -2.86, 0.08)
H (2.61, -1.52, 0.35)
C (3.05, 3.82, 0.49)
C (3.55, 4.34, -0.67)
C (2.94, 5.50, -1.20)
C (1.86, 6.03, -0.49)
C (1.32, 5.49, 0.65)
C (1.98, 4.37, 1.13)
N (1.18, 7.20, -1.09)
O (1.56, 7.59, -2.16)
O (0.28, 7.72, -0.48)
H (3.57, 3.00, 1.01)
H (4.44, 3.89, -1.12)
H (3.18, 6.05, -2.12)
H (0.48, 5.88, 1.23)
H (1.62, 3.91, 2.10)
C (-3.53, -0.50, -0.35)
C (-2.44, -1.25, -0.70)
C (-2.67, -2.30, -1.64)
C (-3.95, -2.45, -2.10)
C (-5.03, -1.72, -1.71)
C (-4.80, -0.71, -0.84)
N (-4.28, -3.50, -3.10)
O (-3.35, -4.07, -3.65)
O (-5.40, -3.77, -3.42)
H (-3.32, 0.26, 0.38)
H (-1.49, -1.04, -0.30)
H (-1.90, -2.95, -1.94)
H (-6.03, -1.87, -2.07)
H (-5.59, -0.13, -0.43)
C (-1.66, -0.33, 5.70)
C (-2.01, 0.62, 6.57)
C (-2.86, 1.67, 6.16)
C (-3.35, 1.63, 4.82)
C (-2.89, 0.73, 3.87)
C (-2.00, -0.25, 4.35)
N (-4.33, 2.67, 4.42)
O (-4.83, 2.57, 3.32)
O (-4.50, 3.63, 5.14)
H (-1.21, -1.25, 6.02)
H (-1.61, 0.63, 7.59)
H (-3.25, 2.32, 6.94)
H (-3.27, 0.71, 2.86)
H (-1.69, -1.05, 3.69)

Summary:
E_tot ... -109688.276 eV
HOMO-LUMO gap ... 8.66 eV
Largest force on an atom ... 3.53 eV/Å
Total charge ... -1

These are the Mulliken partial charges, in e, on atoms 1 to 2: atom 1 (F): -0.08, atom 2 (C): -0.87



(4)
C54H46AsIN5O2P2S2Sc as an isolated structure at a distorted geometry. Source: the OMol25 dataset; level of theory: ωB97M-V/def2-TZVPD.

Cartesian coordinates (Å):
Sc (0.66, -0.68, -0.42)
S (-0.14, 0.94, 3.66)
C (-0.09, 2.62, 3.15)
C (-0.88, 3.61, 3.72)
C (-0.82, 4.93, 3.27)
C (0.08, 5.33, 2.29)
C (0.91, 4.38, 1.72)
C (0.80, 3.06, 2.16)
As (1.99, 1.73, 1.34)
C (2.84, 2.78, -0.06)
C (4.22, 2.82, -0.29)
C (4.72, 3.45, -1.42)
C (3.88, 4.12, -2.31)
C (2.50, 4.01, -2.15)
C (1.99, 3.37, -1.02)
C (3.34, 1.64, 2.79)
C (3.40, 0.59, 3.69)
C (4.41, 0.57, 4.67)
C (5.31, 1.60, 4.80)
C (5.28, 2.66, 3.87)
C (4.31, 2.66, 2.89)
H (-1.56, 3.37, 4.52)
H (-1.49, 5.63, 3.73)
H (0.17, 6.34, 1.96)
H (1.61, 4.59, 0.93)
H (4.88, 2.37, 0.44)
H (5.80, 3.47, -1.54)
H (4.33, 4.69, -3.11)
H (1.83, 4.45, -2.86)
H (0.91, 3.27, -0.86)
H (2.62, -0.16, 3.67)
H (4.38, -0.26, 5.38)
H (6.02, 1.67, 5.61)
H (5.94, 3.51, 3.97)
H (4.27, 3.52, 2.21)
O (-0.69, -0.75, 1.23)
C (-1.09, -2.99, 2.09)
C (-2.06, -3.93, 2.52)
C (-1.75, -5.21, 2.86)
C (-0.43, -5.69, 2.74)
C (0.53, -4.83, 2.32)
C (0.24, -3.45, 2.02)
C (1.51, -2.68, 1.90)
N (1.90, -1.75, 1.05)
C (3.26, -1.58, 1.25)
C (3.70, -2.42, 2.20)
N (2.56, -3.06, 2.65)
H (-3.09, -3.61, 2.56)
H (-2.54, -5.87, 3.19)
H (-0.17, -6.69, 2.99)
H (1.54, -5.19, 2.18)
H (3.82, -0.89, 0.59)
H (4.69, -2.62, 2.59)
H (2.42, -3.73, 3.38)
N (-2.26, -0.71, -2.28)
P (-1.63, 0.74, -1.59)
C (-2.88, 1.56, -0.50)
C (-2.29, 2.28, 0.51)
C (-3.13, 2.97, 1.39)
C (-4.49, 2.97, 1.18)
C (-5.06, 2.40, 0.03)
C (-4.24, 1.65, -0.80)
C (-1.44, 1.89, -2.97)
C (-0.71, 1.55, -4.10)
C (-0.30, 2.49, -5.02)
C (-0.64, 3.82, -4.80)
C (-1.35, 4.19, -3.65)
C (-1.78, 3.24, -2.75)
P (-1.69, -1.96, -1.19)
C (-2.04, -3.49, -2.21)
C (-2.28, -3.55, -3.57)
C (-2.42, -4.76, -4.22)
C (-2.47, -5.94, -3.49)
C (-2.19, -5.86, -2.11)
C (-1.92, -4.66, -1.48)
C (-2.55, -2.10, 0.28)
C (-1.77, -1.72, 1.53)
C (-2.78, -1.07, 2.46)
C (-4.10, -1.27, 2.42)
C (-4.73, -2.00, 1.38)
C (-3.93, -2.27, 0.30)
H (-3.18, -0.78, -2.66)
H (-1.20, 2.22, 0.73)
H (-2.81, 3.52, 2.22)
H (-5.16, 3.47, 1.88)
H (-6.12, 2.56, -0.21)
H (-4.62, 1.21, -1.70)
H (-0.48, 0.50, -4.26)
H (0.21, 2.23, -5.95)
H (-0.35, 4.58, -5.49)
H (-1.68, 5.19, -3.41)
H (-2.34, 3.56, -1.86)
H (-2.37, -2.60, -4.13)
H (-2.63, -4.70, -5.28)
H (-2.80, -6.89, -3.93)
H (-2.28, -6.76, -1.51)
H (-1.70, -4.61, -0.41)
H (-0.54, -0.15, 2.06)
H (-2.32, -0.45, 3.25)
H (-4.73, -0.82, 3.15)
H (-5.77, -2.19, 1.43)
H (-4.37, -2.67, -0.57)
N (2.42, -3.56, -3.29)
C (1.61, -2.59, -2.90)
O (1.43, -2.32, -1.71)
C (0.79, -1.87, -3.94)
I (1.02, -2.08, -6.05)
H (2.99, -4.10, -2.66)
H (2.52, -3.78, -4.27)
H (0.83, -0.80, -3.73)
H (-0.23, -2.22, -3.78)
S (3.55, 0.10, -4.00)
C (2.66, 0.30, -2.68)
N (1.91, 0.36, -1.78)

Summary:
E_tot ... -198181.262 eV
HOMO-LUMO gap ... 6.28 eV
Largest force on an atom ... 1.70 eV/Å
Total charge ... 0
Energy above the lowest of the compared OMol25 structures with the same formula, charge and spin ... 243.1 kJ/mol

These are the Mulliken partial charges, in e, on atoms 1 to 2: atom 1 (Sc): 0.49, atom 2 (S): -0.71



> Which formula does entry 3 have?

C54H45FN9O18



> Number 3 is which compound?

C54H45FN9O18



> Which of these has the lowest HOMO-LUMO gap?

C54H42N5O3STi



> Among the records above, which one has the lowest HOMO-LUMO gap?

C54H42N5O3STi